{"formula": "C8H11F6NiO5", "method": "ωB97M-V/def2-TZVPD", "symbols": ["Ni", "O", "H", "C", "C", "O", "C", "O", "C", "F", "F", "F", "H", "H", "H", "H", "H", "C", "C", "O", "C", "O", "C", "F", "F", "F", "H", "H", "H", "H", "H"], "coordinates": [[1.207, 0.262, -2.755], [0.681, -0.210, -1.075], [0.915, -0.577, -0.214], [-2.847, -0.673, -1.584], [-2.714, 0.823, -1.492], [-2.758, 1.469, -2.787], [-1.804, 1.320, -3.623], [-0.774, 0.703, -3.404], [-2.054, 2.004, -5.013], [-0.963, 2.709, -5.294], [-2.297, 1.117, -5.951], [-3.092, 2.825, -4.898], [-2.846, -1.132, -0.597], [-2.037, -1.102, -2.172], [-3.799, -0.943, -2.044], [-1.749, 1.094, -1.054], [-3.440, 1.238, -0.798], [3.556, -1.234, 1.571], [2.105, -0.869, 1.879], [1.769, -1.228, 3.212], [1.805, -0.240, 4.102], [2.364, 0.800, 3.988], [1.103, -0.675, 5.401], [0.558, 0.376, 6.023], [0.102, -1.528, 5.189], [2.018, -1.207, 6.203], [4.240, -0.888, 2.338], [3.846, -0.761, 0.629], [3.625, -2.305, 1.388], [1.374, -1.344, 1.218], [1.906, 0.174, 1.612]], "lowdin_spin": [1.5988, 0.3643, 0.0122, 0.0000, -0.0001, 0.0007, 0.0035, 0.0195, 0.0007, 0.0002, -0.0001, 0.0004, 0.0000, -0.0001, 0.0000, -0.0003, 0.0000, 0.0000, 0.0002, 0.0001, 0.0000, 0.0000, 0.0000, 0.0000, 0.0000, 0.0000, 0.0000, -0.0001, 0.0000, -0.0003, 0.0003], "spin_multiplicity": 3, "e_homo_ha": [-0.5025, -0.5025], "s2": 2.01, "total_charge": 1}

***

{"formula": "C8H11FS", "method": "ωB97M-V/def2-TZVPD", "symbols": ["C", "C", "C", "C", "F", "H", "H", "H", "H", "H", "C", "C", "C", "C", "S", "H", "H", "H", "H", "H", "H"], "coordinates": [[0.792, 0.733, -0.692], [0.738, -0.093, -1.513], [0.656, -1.211, -2.343], [1.823, -2.122, -2.293], [1.897, -2.908, -1.035], [0.954, 1.254, 0.376], [-0.312, -1.669, -2.097], [0.500, -0.988, -3.444], [1.594, -2.651, -3.164], [2.713, -1.585, -2.581], [-2.024, -1.010, 1.021], [-1.188, 0.059, 1.674], [-0.889, 1.233, 1.972], [-0.012, 2.359, 2.523], [0.166, 3.813, 1.448], [-1.394, -1.926, 0.573], [-2.850, -1.612, 1.634], [-2.502, -0.402, 0.083], [1.025, 1.870, 2.587], [-0.394, 2.629, 3.461], [-1.291, 4.227, 1.811]], "nbo_charge": [-0.2067, -0.0500, -0.5213, 0.0603, -0.3755, 0.2543, 0.2456, 0.2362, 0.1689, 0.1799, -0.7117, 0.0147, -0.0614, -0.5902, -0.0220, 0.2419, 0.2498, 0.2521, 0.2461, 0.2392, 0.1498], "spin_multiplicity": 1, "smiles": "C#CCCF.CC#CCS", "e_homo_ha": -0.3425, "total_charge": 0}

***

{"formula": "C8H11I", "method": "ωB97M-V/def2-TZVPD", "symbols": ["C", "C", "C", "C", "C", "C", "C", "C", "I", "H", "H", "H", "H", "H", "H", "H", "H", "H", "H", "H"], "coordinates": [[-1.389, 1.183, -0.089], [-2.192, 0.140, -0.203], [0.056, 1.076, -0.382], [-0.636, -1.455, -0.843], [0.393, -0.345, -0.803], [0.308, -1.426, 0.319], [-1.877, 2.494, 0.317], [1.517, -2.386, 0.491], [-4.160, -0.394, -0.022], [0.305, 1.774, -1.339], [0.691, 1.441, 0.332], [-0.796, -2.280, -1.524], [1.257, -0.470, -1.372], [-0.150, -1.093, 1.358], [-2.700, 2.338, 0.894], [-2.212, 2.988, -0.583], [-1.260, 3.050, 1.016], [1.167, -3.272, 0.943], [2.288, -1.845, 0.988], [2.022, -2.641, -0.421]], "nbo_charge": [-0.1289, -0.1905, -0.3921, -0.1093, -0.2687, -0.2552, -0.6380, -0.6119, 0.2366, 0.2022, 0.2183, 0.2165, 0.2128, 0.2157, 0.2174, 0.2275, 0.2203, 0.2119, 0.2128, 0.2025], "spin_multiplicity": 1, "e_homo_ha": -0.3022, "total_charge": 0}

***

{"formula": "C8H11INO", "method": "ωB97M-V/def2-TZVPD", "symbols": ["C", "C", "C", "C", "C", "C", "C", "C", "N", "O", "I", "H", "H", "H", "H", "H", "H", "H", "H", "H", "H", "H"], "coordinates": [[-0.843, 0.160, 1.439], [-1.484, -0.513, 0.326], [0.574, 0.125, -0.818], [0.583, 0.737, 1.151], [0.536, -0.507, 1.916], [-0.754, -0.514, -1.024], [-2.815, -0.955, 0.339], [2.794, 0.990, -1.241], [1.513, 0.369, -1.604], [1.482, 0.081, -2.797], [0.910, 2.721, 1.710], [-1.458, 0.331, 2.255], [0.715, -0.436, 2.993], [0.625, -1.466, 1.370], [-0.750, -1.586, -1.337], [-1.262, -0.005, -1.812], [-3.290, -0.015, 0.129], [-3.346, -1.505, 1.131], [-3.082, -1.449, -0.566], [2.653, 2.093, -1.384], [3.508, 0.564, -1.985], [3.192, 0.781, -0.193]], "nbo_charge": [-0.3952, 0.5035, 0.2713, -0.1925, -0.3400, -0.5818, -0.7478, -0.4569, 0.0832, -0.4844, 0.3473, 0.2711, 0.2694, 0.2548, 0.2918, 0.3011, 0.3189, 0.2944, 0.2616, 0.2411, 0.2661, 0.2232], "spin_multiplicity": 1, "e_homo_ha": -0.4604, "total_charge": 1}

***

{"formula": "C8H11IrN2S2", "method": "ωB97M-V/def2-TZVPD", "symbols": ["Ir", "C", "C", "C", "C", "C", "H", "H", "H", "H", "H", "S", "S", "C", "N", "C", "C", "N", "H", "H", "H", "H", "H", "H"], "coordinates": [[1.196, -0.150, 0.296], [2.934, 1.410, 1.474], [3.329, 0.456, 0.501], [3.145, -0.855, 1.081], [2.658, -0.667, 2.405], [2.519, 0.714, 2.629], [2.959, 2.482, 1.355], [3.867, 0.671, -0.409], [3.527, -1.778, 0.672], [2.453, -1.446, 3.122], [2.157, 1.170, 3.538], [-0.573, 0.699, 1.382], [0.386, -1.038, -1.778], [-1.271, -0.570, -1.613], [-2.217, -1.328, -1.094], [-3.520, -0.660, -1.077], [-3.210, 0.684, -1.774], [-1.779, 0.561, -2.064], [-2.044, -2.226, -0.675], [-3.858, -0.525, -0.051], [-4.260, -1.248, -1.618], [-3.388, 1.539, -1.123], [-3.777, 0.817, -2.693], [-1.230, 1.289, -2.488]], "lowdin_spin": [0.3966, 0.0015, 0.0109, 0.0096, 0.0077, 0.0071, 0.0003, 0.0016, 0.0015, 0.0002, 0.0018, 0.4995, 0.0401, 0.0127, -0.0005, 0.0037, 0.0033, -0.0010, 0.0001, 0.0018, -0.0001, 0.0015, -0.0001, 0.0001], "spin_multiplicity": 2, "e_homo_ha": [-0.4214, -0.4184], "s2": 0.83, "total_charge": 1}

***

{"formula": "C8H11N", "method": "ωB97M-V/def2-TZVPD", "symbols": ["C", "C", "C", "N", "C", "C", "C", "C", "C", "H", "H", "H", "H", "H", "H", "H", "H", "H", "H", "H"], "coordinates": [[-1.319, 1.261, 0.339], [-1.888, 0.029, 0.259], [-1.350, -1.303, -0.305], [-0.081, -1.087, -1.068], [1.144, -1.011, -0.237], [1.071, -0.537, 1.168], [1.679, 0.362, -0.035], [0.927, 1.570, -0.544], [-0.324, 1.900, -0.526], [-1.849, 2.040, 1.036], [-2.826, -0.293, 0.680], [-1.964, -1.817, -1.078], [-1.202, -1.943, 0.686], [0.139, -1.975, -1.711], [1.888, -1.684, -0.433], [0.289, -0.333, 1.894], [1.989, -0.829, 1.729], [2.717, 0.479, -0.050], [1.678, 2.266, -1.021], [-0.718, 2.905, -0.784]], "nbo_charge": [-0.2229, -0.1949, -0.2546, -0.6191, -0.0549, -0.4573, -0.2579, -0.1421, -0.2587, 0.2096, 0.1988, 0.2174, 0.1833, 0.3642, 0.1978, 0.2495, 0.2126, 0.2116, 0.2001, 0.2175], "spin_multiplicity": 1, "smiles": "C1=C\\CN[C@@H]2C[C@@H]2\\C=C/1", "e_homo_ha": -0.3044, "total_charge": 0}

***

{"formula": "C8H11N", "method": "ωB97M-V/def2-TZVPD", "symbols": ["H", "N", "C", "C", "C", "C", "C", "C", "C", "C", "H", "H", "H", "H", "H", "H", "H", "H", "H", "H"], "coordinates": [[-0.697, 3.367, 1.204], [-0.571, 2.387, 1.058], [0.279, 1.673, 1.650], [0.521, 0.149, 1.214], [-0.697, -0.671, 1.140], [-1.660, -1.106, 1.878], [0.048, -0.439, -0.101], [0.916, -1.227, -0.978], [0.961, -0.068, -2.060], [-0.373, 0.410, -1.328], [1.008, 1.899, 2.547], [1.219, -0.393, 1.716], [-2.438, -1.882, 1.511], [-1.844, -0.820, 2.901], [0.279, -1.978, -1.426], [1.850, -1.551, -0.522], [1.805, 0.546, -1.924], [0.847, -0.369, -3.075], [-0.487, 1.503, -1.141], [-1.208, -0.174, -1.741]], "nbo_charge": [0.3636, -0.6647, 0.1817, -0.3375, 0.0340, -0.3843, -0.0681, -0.3790, -0.3903, -0.3770, 0.1475, 0.2154, 0.1954, 0.1991, 0.2059, 0.2065, 0.1984, 0.1998, 0.2476, 0.2062], "spin_multiplicity": 1, "smiles": "[H]/N=C/[C@H]1C(=C)C12CCC2", "e_homo_ha": -0.3328, "total_charge": 0}

***

{"formula": "C8H11N", "method": "ωB97M-V/def2-TZVPD", "symbols": ["C", "C", "C", "C", "C", "C", "C", "C", "H", "H", "H", "H", "H", "H", "H", "H", "H", "H", "H", "N"], "coordinates": [[2.329, 0.282, -0.096], [0.908, -0.179, 0.003], [0.385, -1.314, 1.028], [-0.656, -1.413, -0.136], [-1.470, -0.055, -0.069], [-2.779, 0.084, -0.071], [-0.261, 0.876, 0.007], [-0.104, 2.163, 0.050], [2.489, 1.175, 0.536], [2.601, 0.546, -1.128], [3.024, -0.505, 0.187], [1.072, -2.122, 1.017], [-0.095, -1.044, 1.994], [-1.308, -2.298, -0.280], [0.197, -0.758, -1.937], [-3.215, 1.052, -0.197], [-3.510, -0.781, -0.004], [-0.966, 2.833, 0.129], [0.884, 2.630, 0.017], [0.476, -1.174, -1.051]], "nbo_charge": [-0.6297, 0.0854, -0.3951, -0.0818, -0.0580, -0.3919, 0.0474, -0.4279, 0.2147, 0.2214, 0.2259, 0.2225, 0.2087, 0.1989, 0.3501, 0.1992, 0.2091, 0.2012, 0.2037, -0.6038], "spin_multiplicity": 1, "e_homo_ha": -0.3312, "total_charge": 0}

***

| no. | E (eV) |
| --- | --- |
| 1 | -76050.7724 |
| 2 | -22020.1595 |
| 3 | -16569.8080 |
| 4 | -20098.7889 |
| 5 | -35955.7163 |
| 6 | -9960.3056 |
| 7 | -9960.1560 |
| 8 | -9961.8724 |